# 1
C36H32F3N2O2Os | ωB97M-V/def2-TZVPD

Structure (XYZ):
```
76
Properties=species:S:1:pos:R:3:forces:R:3
C 1.98685 1.27487 1.86922 0.11 -0.26 -0.30
O 0.98933 1.81119 -4.01124 -0.10 -0.07 0.00
H 0.58697 6.65477 -3.53487 0.00 0.00 0.00
H -2.83558 -2.58856 1.29650 -0.03 0.01 -0.04
H -1.67567 -2.50767 3.26813 0.02 0.04 0.00
C 4.16087 0.28986 0.92099 0.16 -0.01 -0.06
C 0.26564 2.55770 3.62219 0.00 0.03 -0.01
H 2.04736 -0.66388 -2.11233 0.01 -0.03 0.03
H -0.24244 -5.92240 -1.05335 0.00 0.01 0.00
C -4.14976 1.01004 0.55625 -0.12 -0.18 0.09
C -0.70926 -2.01016 3.17858 0.02 0.09 -0.05
H 0.32797 -3.81287 2.81632 -0.04 0.01 0.07
C 0.74636 5.84933 -2.83071 0.01 -0.03 0.03
H 1.94888 -1.93998 3.38156 0.01 -0.03 -0.02
H 4.73004 0.58049 1.78828 0.01 0.01 -0.02
C -2.85728 0.62313 0.34347 0.25 0.03 -0.02
H 1.97078 2.80798 4.90810 0.01 0.00 0.00
C -1.01940 -2.63718 -1.34195 0.13 0.12 -0.01
H -4.48786 2.00817 0.31762 0.03 0.01 -0.02
H -0.30442 -1.89891 4.18547 -0.01 -0.03 0.01
C 1.14797 3.78177 -1.02967 -0.07 0.02 0.00
C -2.32969 -0.62554 0.59824 -0.05 -0.02 -0.19
H 1.13917 7.15969 -1.17642 0.00 0.00 0.00
C -0.35653 -4.88232 -0.77644 0.02 -0.08 0.00
C 0.62265 1.44354 1.55321 0.08 -0.23 0.08
H -3.66308 -2.07085 -1.89740 0.01 -0.01 -0.02
N -0.94943 -0.85864 0.29900 0.26 -0.35 0.24
H -3.03511 -3.05327 -3.22419 -0.01 0.00 0.00
C -4.99283 0.03607 1.08546 -0.02 0.12 -0.03
H 1.52115 5.31284 0.42313 0.00 0.01 0.00
F 3.71826 1.63667 3.43397 -0.04 0.03 0.00
H -1.12150 -4.30278 -2.68310 0.00 0.01 0.00
C -0.01539 -4.46689 0.49874 0.08 0.00 -0.04
H 0.36332 -5.19112 1.20943 -0.01 0.00 0.01
F -1.94021 1.51399 -0.20271 0.09 0.01 0.00
C 4.03903 -0.70644 -1.26741 0.05 0.05 0.05
H 0.33864 -1.28091 -3.35122 0.00 0.00 -0.03
H -0.58644 -2.59092 -4.09957 0.00 0.01 0.02
H 2.40906 -2.98662 2.02807 -0.01 0.03 -0.02
C 2.80865 0.55853 0.86034 -0.20 0.29 0.00
C -3.00456 -2.06216 -2.76874 -0.01 0.01 0.00
H -1.60704 -0.66890 -1.97115 -0.04 -0.03 -0.03
H -6.02822 0.27880 1.27905 0.00 0.00 0.00
O 0.27227 1.17490 -2.02471 -0.05 -0.13 0.32
C 2.68810 -0.42688 -1.27444 -0.01 -0.02 0.06
C -0.85181 -3.97248 -1.68821 0.01 0.00 -0.02
H 4.49380 -1.18468 -2.12193 -0.01 -0.01 0.00
C 1.05452 6.13264 -1.50594 0.00 -0.02 -0.02
H -1.06602 -0.91130 -4.34137 0.03 0.02 0.01
C -0.24251 2.08434 2.42080 0.00 0.10 0.13
H 1.74017 -1.39400 1.71906 0.02 0.21 -0.10
F -0.55940 3.17469 4.46956 0.04 -0.03 -0.01
H 0.43519 4.29417 -4.28848 0.00 0.00 0.00
C 0.83702 3.49400 -2.35131 0.05 0.02 0.03
C 1.59453 2.42526 3.97015 -0.02 -0.05 -0.06
C -0.66411 -1.61671 -3.61385 -0.09 -0.04 -0.02
C -1.57338 -1.67989 -2.38378 -0.01 -0.02 0.00
H -5.18767 -1.98427 1.75475 0.00 0.00 0.00
C -4.51531 -1.23918 1.35202 -0.01 -0.10 0.03
H 5.83609 -0.56038 -0.10888 -0.01 0.00 0.01
H -1.29330 2.22795 2.20703 0.00 0.00 -0.05
N 2.09757 0.17148 -0.23426 -0.34 -0.40 0.33
C 1.67761 -2.25241 2.37090 0.06 -0.11 0.08
C 0.72474 2.09921 -2.87477 0.06 0.13 -0.18
C -0.65185 -2.23553 -0.04708 -0.01 -0.14 0.06
H -0.87140 -1.00554 2.78190 0.05 -0.05 0.05
H 1.32423 2.98729 -0.31060 0.02 0.03 -0.04
C -3.19418 -1.58700 1.10528 -0.12 0.05 -0.06
H -3.40340 -1.35170 -3.49383 0.00 0.00 0.01
C 4.77534 -0.35148 -0.14981 -0.02 0.02 0.04
C 0.65166 4.53390 -3.25647 0.03 0.05 0.00
C -0.14763 -3.14227 0.90363 -0.16 0.06 0.06
C 0.26746 -2.83290 2.33829 -0.05 -0.09 0.00
C 1.26412 5.09735 -0.60597 0.00 -0.02 0.02
C 2.43360 1.77833 3.07758 0.07 0.03 0.15
Os 0.09674 0.59264 -0.18408 -0.18 0.91 -0.54
```
Forces are in eV/Å.

Calculated values
Lowest unoccupied orbital energy in eV: -4.64
Gap between HOMO and LUMO in eV: 7.018
HOMO in eV: -11.7
E in a.u.: -2041.0911
Charge: +1

# 2
C4H9NO2 | ωB97M-V/def2-TZVPD

Structure (XYZ):
```
16
Properties=species:S:1:pos:R:3:forces:R:3
H -1.07238 -1.71778 -0.57293 0.06 -0.10 0.26
H 1.60178 1.06787 0.25309 -0.05 -0.16 0.01
C -0.31267 0.11715 0.41792 0.19 -1.83 1.44
O -0.00547 -0.57483 -2.04069 0.76 -0.64 0.11
H -1.33844 2.02102 -1.69760 -0.13 0.07 -0.07
H -1.27003 0.28032 0.93152 0.12 0.05 -0.44
O 0.26374 2.45497 1.02376 -0.22 -0.43 0.12
H 0.40030 1.66809 -0.84901 0.10 -0.20 -0.31
H 0.41337 -2.90282 1.73634 0.27 0.18 0.09
H 0.69413 -1.30285 -1.28700 0.29 0.13 -0.57
C 0.42263 -1.08099 0.98438 -0.32 -0.36 1.31
C 0.52203 1.38576 0.20208 0.42 0.83 -0.10
H -1.39060 2.59396 -1.22080 -0.14 0.05 -0.01
H 1.49499 -0.88894 1.01897 0.20 -0.28 -0.17
N -0.19420 -2.08428 1.68925 0.20 0.81 -0.14
C -0.22920 -1.03666 -0.58927 -1.74 1.87 -1.54
```
Forces are in eV/Å.

Calculated values
Lowest unoccupied orbital energy in eV: 7.12
Gap between HOMO and LUMO in eV: 5.805
HOMO in eV: 1.3
E in a.u.: -362.7108
Charge: -2
Energy above the lowest of the compared OMol25 structures with the same formula, charge and spin in kJ/mol: 529.39

# 3
C28H18BF5N4O2SSeV | ωB97M-V/def2-TZVPD

Structure (XYZ):
```
61
Properties=species:S:1:pos:R:3:forces:R:3
N 2.07266 0.11196 -0.22804 -0.11 0.00 -0.21
C -2.38478 -2.79722 3.94883 0.03 0.03 -0.05
C -5.53631 6.84533 1.62558 -0.03 0.00 0.00
O -1.27475 2.75580 0.92810 -0.02 -0.10 -0.08
Se 5.46068 -0.13643 -5.41936 -0.35 -0.01 0.34
V -0.04234 0.01920 -0.09360 0.02 -0.07 0.34
H -2.20721 7.37844 2.38533 0.00 0.00 -0.02
C -2.23299 3.68790 0.56324 0.04 0.06 0.12
C 4.78365 0.06905 -0.78615 0.03 0.00 0.03
C 1.82365 -0.06684 -3.90606 0.07 -0.02 -0.09
C 3.24207 -0.08430 -4.26366 -0.23 0.00 0.03
B -1.32347 1.77622 -0.05476 -0.14 0.16 -0.04
H -4.32612 3.71069 -2.10198 0.00 -0.01 -0.01
H -4.97572 5.80437 -0.97860 0.00 0.01 0.00
H -1.79384 0.00957 -2.68705 0.00 0.00 -0.01
C 1.47535 -0.00987 -2.56440 0.16 -0.02 0.10
C -2.36027 -2.71641 2.56304 -0.02 -0.03 0.12
H -1.33449 -0.11228 -5.13485 0.02 0.00 -0.03
C 2.97031 0.16276 0.75468 -0.06 0.01 0.05
C -0.79904 -0.96607 2.71269 0.01 0.06 0.05
C 0.79787 -0.11208 -4.85540 0.03 0.01 -0.03
F 0.01201 -0.02811 2.10151 0.04 -0.09 -0.10
H -2.07485 5.13787 2.12861 0.02 -0.02 0.01
C -1.55654 -1.79352 1.90841 0.05 0.03 -0.17
H 5.83939 0.04865 -1.02313 0.00 0.00 0.00
N 5.48655 -0.06944 -3.62816 0.05 0.01 -0.41
H -6.14339 6.67054 0.73704 0.00 0.00 0.00
C -4.19241 5.20052 -0.54071 0.01 -0.02 0.00
H -3.42050 6.49674 3.32875 -0.01 -0.01 -0.01
C -0.78159 -0.02940 -3.06914 -0.02 0.00 -0.08
C -3.58342 5.63274 0.64657 0.01 0.03 0.04
F -3.12142 -3.55149 1.86649 0.02 0.01 -0.02
C 4.24426 -0.04689 -3.23597 -0.01 0.01 0.24
H -3.64145 8.20684 2.97940 0.00 0.00 0.00
H -4.38474 7.94744 -0.63029 0.00 0.00 0.00
H -4.13510 9.04234 0.72757 -0.01 -0.01 0.02
F -0.02278 -0.18896 4.79740 0.00 0.01 -0.01
C -3.81873 8.09389 0.28993 0.00 0.01 -0.02
H -5.71926 6.02740 2.32458 0.00 0.00 0.00
H -2.76266 8.17617 0.02674 0.00 0.00 0.00
C -3.27792 7.26518 2.56650 0.03 0.01 0.04
O -2.28182 2.08172 -1.01674 0.12 -0.01 0.08
H -5.88245 7.77157 2.08763 0.02 0.01 0.00
C -3.83956 4.02395 -1.18913 0.01 0.04 0.05
C -0.78756 -1.00995 4.08869 -0.11 -0.10 -0.02
S -1.47590 -1.70986 0.13879 0.01 0.03 0.14
C 2.50233 0.04842 -1.50877 -0.08 -0.11 -0.19
C -2.83907 3.28113 -0.60236 -0.05 -0.04 -0.09
C 3.85428 0.02019 -1.82677 0.06 0.05 -0.09
N 0.18823 -0.00432 -2.16204 0.10 0.04 0.03
H 1.05875 -0.15972 -5.90446 -0.02 0.00 0.00
C 4.33875 0.14343 0.51597 -0.09 0.01 0.02
N 3.66961 -0.13637 -5.49320 0.40 0.02 -0.04
C -4.04390 6.94669 1.28392 0.00 -0.04 -0.03
H 2.57090 0.22072 1.75925 0.05 -0.01 0.01
F -3.15392 -3.69229 4.54896 0.00 0.02 -0.01
F -1.61898 -2.02788 6.03455 0.00 0.00 -0.04
C -2.57510 4.85345 1.21557 -0.07 0.00 -0.10
C -0.51229 -0.08790 -4.43519 -0.03 0.01 0.13
C -1.59934 -1.94704 4.71276 0.03 0.03 0.04
H 5.02449 0.18588 1.34903 0.02 0.00 -0.01
```
Forces are in eV/Å.

Calculated values
Lowest unoccupied orbital energy (alpha / beta) in eV: -4.37 / -4.28
Gap between HOMO and LUMO (alpha / beta) in eV: 6.303 / 6.408
HOMO (alpha / beta) in eV: -10.7 / -10.7
Multiplicity: 3
E in a.u.: -5715.0120
Charge: +1
Energy above the lowest of the compared OMol25 structures with the same formula, charge and spin in kJ/mol: 0.00

# 4
C32H63Cl7N3O3 | ωB97M-V/def2-TZVPD

Structure (XYZ):
```
108
Properties=species:S:1:pos:R:3:forces:R:3
C -2.27995 -4.50915 -1.70251 0.83 -0.68 0.44
H -2.01602 0.14152 2.35755 0.00 0.00 -0.08
H 1.94803 0.97911 -0.62390 -0.30 -0.17 0.15
H -4.93403 -4.13518 3.15438 -0.06 0.49 -0.23
H -1.05694 -7.79234 0.14684 -0.03 0.07 -0.24
H 7.50893 3.93421 -3.88212 -0.16 0.34 0.06
H -5.65800 -4.10074 4.74936 0.06 -0.13 -0.03
H 1.84238 1.64729 -3.91385 0.33 -0.17 -0.69
O 1.09890 -4.47295 0.92420 -2.35 -0.91 -2.16
C -4.03676 -1.36875 6.30758 0.67 -0.34 -0.35
C 3.34218 2.18118 0.42473 0.06 -1.18 -0.15
C -4.87589 -3.65863 4.13271 1.03 -0.43 0.27
C -5.33332 -1.71153 5.64308 -0.15 0.28 0.59
C -0.91195 -5.66854 0.15510 -0.32 0.22 0.54
H -6.66075 -2.40052 2.61510 0.30 -0.42 0.02
H -0.02091 1.07239 -1.76592 0.12 0.72 0.09
H -1.34731 -6.46622 -1.88774 0.11 -0.14 0.22
H 6.27557 3.70386 -5.12917 0.20 -0.32 -0.11
C -5.13317 -2.15367 4.19365 -3.22 -0.41 0.16
C -3.20477 -0.41441 5.50163 0.10 1.41 -0.59
H -5.77798 -2.51078 6.23916 -0.03 -0.34 -0.36
H 2.79657 2.77588 -6.55022 -0.28 0.15 0.39
H -1.33956 0.69003 3.85832 -0.12 -0.39 0.45
H -0.71521 4.05164 0.51125 0.16 0.35 -0.73
H 0.44743 4.83832 1.52570 -0.16 0.00 0.28
H -4.18528 -1.02449 7.33042 0.21 -0.22 0.06
H 4.50584 5.54380 -2.35848 -0.56 -0.21 -0.17
H -1.73790 -2.46530 5.04732 -0.60 -0.09 0.08
C 3.28661 3.28776 -4.44021 -1.00 0.12 -0.64
C -2.92261 -0.85454 4.02003 0.13 0.33 2.95
H -2.94025 1.22785 3.36840 -0.13 -0.06 0.09
H 1.70894 -2.22318 -0.43555 -0.18 -0.20 0.24
H 4.41472 3.36091 -6.30656 0.07 0.02 -0.03
H 3.75801 2.42538 1.40111 -0.68 0.10 0.23
H 5.97408 5.92771 -3.03041 0.51 -0.43 -0.34
H 4.01770 1.72999 -5.85737 -0.12 -0.06 0.34
Cl -1.82680 0.12777 -2.74261 -0.17 0.27 -0.12
H 6.78148 4.31496 -1.39167 -0.04 0.14 -0.33
C -0.17787 -3.34026 -0.71003 -1.18 1.25 -1.17
Cl -1.81904 5.36483 2.00243 -0.01 0.33 0.30
C -0.90987 -2.29186 0.17683 -0.77 -0.58 0.98
C 1.05082 -2.61126 -1.21278 1.26 -0.41 -0.60
H 1.05870 3.02460 -4.78034 0.58 -0.19 -0.81
C 2.37187 0.95597 0.37873 1.30 1.27 -0.28
H -1.93615 -6.22484 2.08783 -0.05 -0.05 -0.20
C 3.14406 4.83189 -4.50672 -1.03 -1.31 -1.49
H -2.71780 -4.81150 -2.65396 -0.65 0.66 0.09
C -6.59625 -2.03949 3.64526 0.37 0.94 -2.28
H -2.19133 -2.80588 3.35078 0.01 -0.05 0.08
C 5.48361 3.77813 -3.10981 1.17 0.67 0.19
C 3.63180 2.74972 -5.85159 1.42 0.09 0.03
Cl -1.68539 1.40962 -0.16780 -0.34 0.26 0.31
Cl 2.54454 3.58438 -0.31496 0.02 0.27 0.19
H 5.38495 3.34435 -0.96606 -0.13 0.38 -0.01
O -4.15045 -1.51310 2.10632 -0.68 0.85 3.71
C -0.44863 5.01942 0.93086 0.65 -0.04 0.30
H 4.07160 6.67835 -4.54171 0.22 0.16 0.35
H 0.42454 6.99772 0.44892 -0.28 -0.06 0.22
H 6.72423 2.57575 -1.67409 0.07 0.02 -0.53
H -1.22903 -1.35580 -0.28340 0.59 -0.19 -0.81
O 4.48325 1.64314 -3.08991 -1.12 3.48 -0.63
H -1.51746 -4.50005 1.97650 0.36 -0.20 0.08
Cl 1.11037 1.10260 1.61438 0.15 -0.21 0.02
C -1.05031 1.41951 -1.77776 -0.07 -0.48 -0.80
H 0.57388 -7.16320 -0.23514 -0.11 -0.12 -0.16
H -1.47328 -2.60447 -2.26097 0.14 -0.01 -0.16
H -2.66753 -6.29307 -0.62855 -0.08 -0.72 -0.75
Cl -1.24520 3.00676 -2.57421 0.15 -0.57 0.41
C -1.91603 -2.02920 4.06366 0.30 -0.20 -0.55
H 4.23657 1.97315 -0.16194 -0.31 -0.22 -0.42
H -0.32488 -1.97512 1.04159 0.13 -0.36 0.09
H -2.93926 -3.99893 -0.99935 -0.55 -0.27 -0.29
H -3.49367 -2.31597 6.23897 0.21 -0.08 0.92
H -2.80506 -5.06573 0.99786 -0.30 -0.24 0.39
H 2.93480 0.02957 0.47711 -0.14 0.00 0.35
H 2.57046 4.98167 -5.42543 -0.12 0.16 -0.03
H 0.81986 -1.77150 -1.87088 -0.56 0.04 0.16
H -7.41793 -2.53328 4.16056 0.50 -0.02 0.65
H 0.56610 5.75714 -0.80304 0.35 -0.13 0.35
C -0.07895 6.15508 -0.01948 -0.11 -0.98 -0.53
N 4.25246 2.96998 -3.33989 1.21 -3.85 0.15
C 1.88523 2.71243 -4.14230 -0.35 0.35 2.21
H -3.91596 -3.96391 4.55449 0.03 0.07 0.13
C 4.40731 5.63865 -4.54937 -0.06 0.53 1.80
H -0.90794 -1.70875 3.79378 -0.12 0.30 -0.32
N -4.26118 -1.22332 3.45757 1.84 -1.38 -4.09
H -0.56981 -4.03870 -2.79368 0.50 0.27 0.05
C -1.84547 -5.37495 1.41563 0.33 1.16 -1.32
C -1.79602 -5.84974 -1.11058 -0.40 1.94 1.14
C -2.27123 0.36666 3.39556 -0.50 0.07 -1.71
H 1.50403 3.12689 -3.20260 0.42 0.20 0.30
C 6.57748 3.41877 -4.12190 -0.04 0.02 -0.21
C -1.10869 -3.58474 -1.95841 0.48 -0.45 0.34
H -6.10757 -0.94414 5.70964 0.39 0.50 -0.21
H 5.04176 5.62478 -5.43523 -0.06 -0.81 -0.03
H -6.84423 -0.99179 3.46066 -0.09 0.17 0.62
H -3.64434 0.58761 5.45768 -0.66 -0.11 -0.15
N 0.16629 -4.62964 -0.03609 1.04 1.32 1.98
H -0.04356 -7.21632 1.40419 0.23 0.29 0.02
C 5.12261 5.27033 -3.21874 0.16 0.75 -0.15
H 2.45918 5.11278 -3.70529 0.40 0.38 0.26
H 1.65874 -3.25783 -1.85045 0.08 -0.21 0.13
C -0.32297 -7.01667 0.36829 1.29 -1.16 0.75
C 6.14613 3.49772 -1.73150 -1.16 -0.44 0.51
H -1.88246 -2.64880 0.52592 0.12 -0.32 0.33
H -2.26118 -0.12333 5.96899 0.29 -0.74 0.09
Cl -1.46046 6.71214 -0.95847 -0.60 0.46 -0.22
H 6.83516 2.36442 -4.02589 -0.36 -0.11 -0.35
```
Forces are in eV/Å.

Calculated values
Lowest unoccupied orbital energy (alpha / beta) in eV: 0.52 / -0.17
Gap between HOMO and LUMO (alpha / beta) in eV: 8.919 / 9.285
HOMO (alpha / beta) in eV: -8.4 / -9.5
Multiplicity: 4
E in a.u.: -4868.1469
Charge: 0
Energy above the lowest of the compared OMol25 structures with the same formula, charge and spin in kJ/mol: 46.24

# 5
C12H14O3 | ωB97M-V/def2-TZVPD

Structure (XYZ):
```
29
Properties=species:S:1:pos:R:3:forces:R:3
C 0.95386 -1.64584 -0.76925 -0.72 -1.45 0.54
C 2.94024 -0.17844 0.53041 0.20 2.43 0.09
O -0.69986 1.24683 -1.75340 0.00 -0.14 -0.92
H -1.22169 0.18893 1.76573 -0.68 -0.42 0.76
C -1.81475 -0.21936 -0.12864 -0.05 -0.75 -2.81
C -2.28285 -1.28624 -1.22060 -1.95 -1.86 0.44
H -1.73896 -1.35893 -2.20318 -0.37 0.56 1.11
C 0.70352 -0.33044 -0.41859 0.39 1.27 -0.71
C 0.20327 2.11332 0.03944 -1.74 -2.76 -1.28
O 0.09529 2.38610 -1.38101 0.50 -0.49 0.28
C -0.55332 0.45432 -0.59754 1.27 2.86 2.28
H 0.22561 3.92577 1.31055 0.88 0.37 -0.24
O 1.43965 1.71016 0.50926 0.07 0.78 -0.35
H -2.60114 0.49229 -0.14057 -0.59 0.99 0.06
H -0.94046 2.77584 1.69201 -0.03 -0.08 -0.21
H 4.06276 -1.93338 0.50085 -0.71 0.01 0.02
H -0.83842 -1.35522 1.26931 2.91 -2.41 0.02
C -1.60323 -0.70379 1.24885 -1.58 1.46 0.65
H -2.26863 -2.39615 -0.79286 0.03 2.29 -0.71
H -2.42548 -1.27732 1.68295 -0.30 0.79 0.16
H -1.25358 3.81228 0.23865 1.93 -1.44 0.96
H 0.21578 -2.44580 -0.95465 -0.13 1.20 -0.69
C 2.18295 -2.18249 -0.50160 0.36 -1.80 1.10
H 3.82174 0.36929 0.89797 -0.88 -0.02 0.20
C 3.07870 -1.48995 0.26777 2.49 -0.98 -0.87
C 1.74762 0.43546 0.13989 -0.51 -1.02 0.29
C -0.41858 3.21618 0.82975 -2.66 0.61 -0.03
H -3.42202 -1.07007 -1.45300 2.33 -0.53 0.29
H 2.41201 -3.25335 -0.60848 -0.46 0.52 -0.43
```
Forces are in eV/Å.

Calculated values
Lowest unoccupied orbital energy in eV: 0.85
Gap between HOMO and LUMO in eV: 9.624
HOMO in eV: -8.8
E in a.u.: -691.1784
Charge: 0
Energy above the lowest of the compared OMol25 structures with the same formula, charge and spin in kJ/mol: 591.53